Formula: C4H4Br12
Source: the Open Molecules 2025 dataset
Level of theory: ωB97M-V/def2-TZVPD

Geometry as XYZ:
```
20
Properties=species:S:1:pos:R:3:mulliken_charge:R:1
C 12.549 6.143 10.655 -0.021
Br 11.289 5.705 11.972 0.013
Br 13.006 4.732 9.575 0.041
Br 14.175 6.829 11.590 -0.088
H 12.187 7.019 9.994 0.049
C 9.058 8.945 10.699 -0.119
Br 10.134 8.510 9.190 -0.046
Br 7.511 10.035 10.121 -0.059
Br 10.139 9.823 11.946 0.035
H 8.531 8.003 10.918 0.177
C 8.779 4.966 8.963 0.650
Br 9.016 5.078 7.069 -0.013
Br 8.942 3.205 9.587 -0.002
Br 7.217 5.826 9.558 0.003
H 9.582 5.547 9.364 -0.616
C 5.441 8.967 5.452 -0.340
Br 4.107 10.301 5.052 -0.032
Br 4.714 7.710 6.672 0.012
Br 6.979 9.977 6.148 -0.024
H 5.873 8.538 4.545 0.380
```

Output
- LUMO (eV) = -0.12
- charge = 0
- HOMO level (eV) = -10.17

***

Formula: C20H48B2CsO10S5
Source: the Open Molecules 2025 dataset
Level of theory: ωB97M-V/def2-TZVPD

Geometry as XYZ:
```
86
Properties=species:S:1:pos:R:3:mulliken_charge:R:1
Cs -2.081 4.219 -0.280 1.008
B -4.172 2.369 -2.220 0.737
H -4.446 3.122 -1.333 -0.410
H -5.057 1.558 -2.301 -0.277
H -4.158 2.970 -3.277 -0.266
H -3.080 1.954 -1.988 -0.527
B -0.426 1.279 0.230 1.854
H -0.912 0.182 0.104 -0.567
H 0.681 1.288 0.722 -0.433
H -0.410 1.772 -0.856 -0.496
H -1.140 1.882 0.951 -0.769
C 2.848 4.484 -2.384 -0.824
C 2.034 3.402 -1.653 0.055
C 2.573 3.342 -0.209 -0.265
S 4.308 3.784 -0.350 1.117
O 5.183 2.664 -0.101 -0.648
O 4.501 5.033 0.345 -0.698
C 4.271 4.060 -2.122 -0.634
H 2.575 5.469 -1.988 0.344
H 2.543 4.546 -3.429 0.400
H 2.177 2.443 -2.161 -0.162
H 0.957 3.563 -1.681 0.174
H 2.482 2.357 0.235 -0.160
H 1.995 4.092 0.325 0.467
H 4.351 3.081 -2.601 0.251
H 5.110 4.682 -2.424 0.480
C -1.750 -1.462 -4.172 -0.852
C -1.425 -2.877 -3.671 -0.002
C -2.715 -3.584 -3.289 -0.761
S -3.862 -2.245 -2.852 1.124
O -4.285 -2.315 -1.484 -0.571
O -4.831 -2.228 -3.932 -0.732
C -2.731 -0.872 -3.157 -0.117
H -2.179 -1.455 -5.177 0.369
H -0.813 -0.908 -4.235 0.318
H -0.795 -2.730 -2.791 -0.277
H -0.874 -3.471 -4.401 0.455
H -2.587 -4.252 -2.439 0.308
H -3.241 -4.102 -4.088 0.408
H -2.192 -0.688 -2.226 -0.134
H -3.279 -0.007 -3.515 0.270
C -1.336 1.042 5.994 -0.824
C -1.129 0.000 4.882 -0.466
C -0.975 0.771 3.592 0.509
S -2.127 2.136 3.681 1.062
O -3.339 1.878 2.965 -0.666
O -1.426 3.388 3.485 -0.703
C -2.437 1.960 5.448 -0.777
H -0.427 1.619 6.172 0.349
H -1.705 0.548 6.891 0.390
H -2.035 -0.615 4.823 0.264
H -0.315 -0.699 5.068 0.234
H -1.066 0.346 2.592 -0.734
H -0.006 1.283 3.579 0.270
H -3.354 1.365 5.505 0.334
H -2.632 2.911 5.933 0.428
C 0.048 -4.411 3.013 -0.699
C 0.618 -3.002 2.901 -0.230
C 0.046 -2.446 1.604 0.319
S -1.685 -2.938 1.632 1.279
O -2.041 -3.490 0.351 -0.688
O -2.507 -1.912 2.212 -0.627
C -1.457 -4.340 2.781 -0.817
H 0.256 -4.965 3.933 0.410
H 0.535 -5.059 2.277 0.283
H 1.708 -2.960 2.861 0.365
H 0.322 -2.414 3.774 -0.126
H 0.457 -2.989 0.752 0.197
H 0.120 -1.369 1.449 -0.342
H -1.855 -5.187 2.226 0.397
H -2.096 -4.152 3.642 0.339
C 4.247 -0.475 -1.084 -0.323
C 2.936 -0.755 -0.323 -0.569
C 1.783 -0.692 -1.323 0.855
S 2.484 -0.881 -2.975 1.124
O 2.533 0.410 -3.619 -0.654
O 1.933 -2.015 -3.670 -0.687
C 4.131 -1.266 -2.367 -0.864
H 5.091 -0.825 -0.484 0.434
H 4.432 0.589 -1.226 -0.137
H 2.793 -0.085 0.523 0.365
H 3.044 -1.764 0.084 0.249
H 1.096 0.150 -1.277 -0.746
H 1.187 -1.598 -1.190 -0.142
H 4.916 -1.167 -3.112 0.464
H 4.088 -2.329 -2.101 0.344
```

Output
- LUMO (eV) = 1.65
- charge = -1
- HOMO level (eV) = -5.46

***

Formula: C7H16OP2
Source: the Open Molecules 2025 dataset
Level of theory: ωB97M-V/def2-TZVPD

Geometry as XYZ:
```
26
Properties=species:S:1:pos:R:3:mulliken_charge:R:1
C 0.013 0.582 -0.653 -1.687
C -2.370 0.500 -1.196 -1.378
C -1.680 0.135 1.231 -1.786
C -1.479 2.381 0.240 -1.615
C 2.194 -0.965 -1.828 -1.113
C 1.456 -1.928 0.914 -1.250
C -1.282 0.856 -0.041 2.531
O 2.359 0.714 0.550 -0.204
P 3.870 0.969 0.246 -0.148
P 1.251 -0.441 -0.255 1.067
H -2.030 0.586 -2.211 0.381
H -3.263 1.204 -1.218 0.277
H -2.651 -0.539 -0.808 0.347
H -2.787 0.234 1.405 0.372
H -1.234 -0.856 1.151 0.485
H -1.313 0.736 2.059 0.406
H -0.819 2.859 -0.522 0.405
H -0.963 2.694 1.215 0.342
H -2.489 2.729 0.256 0.406
H 1.672 -0.388 -2.645 0.295
H 3.245 -0.590 -1.677 0.320
H 2.402 -2.008 -1.894 0.395
H 0.601 -2.474 0.526 0.422
H 2.384 -2.517 0.880 0.349
H 1.201 -1.666 1.934 0.373
H 4.447 -0.259 0.754 0.007
```

Output
- LUMO (spin up / spin down) (eV) = -0.51 / -0.70
- charge = 0
- HOMO level (spin up / spin down) (eV) = -8.05 / -7.57

***

Formula: Ca3H2N2O7
Source: the Open Molecules 2025 dataset
Level of theory: ωB97M-V/def2-TZVPD

Geometry as XYZ:
```
14
Properties=species:S:1:pos:R:3:mulliken_charge:R:1
Ca 1.434 -5.110 -0.914 1.802
Ca -2.173 2.472 -6.356 1.566
Ca 0.885 6.185 0.949 1.679
N 0.019 1.009 -0.797 1.011
O 0.170 1.748 0.149 -0.630
O -0.256 1.447 -1.925 -0.720
O 0.193 -0.192 -0.699 -0.629
N -3.310 0.584 5.335 1.159
O -2.216 1.150 5.500 -0.440
O -4.151 0.986 4.582 -0.438
O -3.535 -0.417 5.990 -0.377
O 4.037 -3.345 -3.667 -0.658
H 3.978 -3.510 -4.608 0.336
H 4.924 -3.009 -3.537 0.339
```

Output
- LUMO (eV) = -13.17
- charge = +4
- HOMO level (eV) = -14.47

***

Formula: C6H11N
Source: the Open Molecules 2025 dataset
Level of theory: ωB97M-V/def2-TZVPD

Geometry as XYZ:
```
18
Properties=species:S:1:pos:R:3:mulliken_charge:R:1
C 2.173 0.092 -0.362 -1.441
C 0.899 -0.559 0.156 0.012
C -0.359 0.253 -0.010 0.168
C -1.509 -0.227 0.857 -0.660
C -0.511 1.315 -0.797 -0.777
C -1.240 0.270 2.212 0.258
N -0.917 0.712 3.231 -0.433
H 2.100 0.321 -1.430 0.334
H 3.028 -0.576 -0.221 0.376
H 2.374 1.024 0.176 0.348
H 1.018 -0.802 1.221 0.356
H 0.735 -1.525 -0.348 0.272
H -1.565 -1.323 0.879 0.276
H -2.476 0.148 0.506 0.381
H -1.411 -1.678 -1.849 0.139
H -1.472 1.817 -0.880 0.284
H 0.307 1.720 -1.385 0.233
H -1.176 -0.980 -1.958 -0.127
```

Output
- LUMO (eV) = 0.96
- charge = 0
- HOMO level (eV) = -10.00
- SMILES string = C=C(CC)CC#N.[H][H]

***

So what do the calculations give for relative energy (zero: lowest compared OMol25 entry of this formula, charge and spin)? Going down the list: 6.4; 0.0; 73.6; 216.5; 40.4 kcal per mole.
So what do the calculations give for E? Going down the list: -31042.91974; -3603.94962; -1034.06373; -2668.16840; -289.90736 Eh.